[1]
C21H40NO3 | ωB97M-V/def2-TZVPD

```
65
Properties=species:S:1:pos:R:3:forces:R:3
C -5.210 1.495 -1.775 0.278 -0.074 0.108
C -4.330 0.704 -0.810 -0.262 0.042 0.045
C -4.589 -0.791 -0.973 0.210 0.247 0.015
C -4.601 1.177 0.626 0.620 -0.163 -0.107
C -3.659 0.574 1.661 -0.868 0.050 0.246
O -2.292 0.878 1.320 0.218 -0.146 -0.476
C -1.591 1.659 2.101 0.685 0.288 0.223
O -1.925 2.122 3.161 -0.183 0.003 0.085
C -0.226 1.911 1.437 -0.989 -0.448 -0.639
N 0.882 2.238 2.370 -0.101 0.034 0.038
C 0.656 3.576 2.955 -0.266 0.917 0.485
C 0.941 1.242 3.457 -0.010 -0.681 0.774
C 2.167 2.260 1.605 0.739 -0.425 -0.637
C 2.761 0.886 1.262 0.005 -0.030 0.094
O 1.771 0.065 0.701 0.040 0.260 0.060
C 2.212 -1.158 0.104 0.035 -0.329 -0.142
C 1.094 -2.210 0.256 0.038 -0.058 -0.022
C 0.809 -2.634 -1.188 -0.136 -0.063 0.090
C 0.069 -1.469 -1.858 -0.134 -0.115 -0.047
C 1.170 -0.401 -2.003 0.075 0.045 0.021
C 2.426 -1.084 -1.430 0.172 0.339 0.075
C 3.729 -0.442 -1.867 -0.254 -0.176 0.125
C 2.206 -2.567 -1.838 -0.011 -0.166 -0.012
C 2.192 -2.814 -3.346 -0.020 0.162 0.223
C 3.216 -3.555 -1.251 -0.151 0.207 0.013
H -5.009 1.199 -2.801 -0.031 -0.003 -0.137
H -5.026 2.563 -1.686 -0.027 0.135 -0.019
H -6.260 1.310 -1.566 -0.174 -0.007 0.004
H -3.279 0.906 -1.048 -0.040 0.014 -0.001
H -4.465 -1.077 -2.015 0.004 -0.098 -0.096
H -3.899 -1.386 -0.381 0.047 -0.163 0.064
H -5.606 -1.035 -0.674 -0.153 -0.073 0.037
H -5.620 0.912 0.911 -0.089 0.021 0.054
H -4.514 2.265 0.666 -0.070 0.051 0.068
H -3.871 0.967 2.659 0.078 -0.135 -0.147
H -3.729 -0.515 1.672 0.087 0.109 0.040
H -0.359 2.739 0.735 0.147 -0.010 0.084
H 0.047 1.015 0.873 0.013 0.310 0.159
H 0.703 4.340 2.181 0.058 -0.128 -0.120
H 1.413 3.789 3.708 0.101 -0.145 -0.074
H -0.326 3.601 3.425 0.132 -0.099 -0.099
H 0.061 1.340 4.090 0.067 0.107 -0.123
H 0.967 0.239 3.035 0.033 0.073 -0.099
H 1.830 1.408 4.062 0.045 0.094 -0.102
H 2.908 2.803 2.195 -0.161 0.029 0.042
H 1.987 2.812 0.680 -0.112 0.060 0.131
H 3.188 0.408 2.157 -0.028 0.087 -0.090
H 3.584 1.060 0.558 -0.041 0.091 0.136
H 3.134 -1.464 0.610 -0.012 0.013 -0.014
H 1.409 -3.049 0.874 0.014 0.000 0.064
H 0.217 -1.759 0.722 -0.030 -0.002 0.063
H 0.295 -3.588 -1.267 0.001 -0.094 -0.038
H -0.335 -1.767 -2.823 -0.054 0.029 -0.039
H -0.763 -1.123 -1.245 -0.089 -0.018 0.006
H 1.331 -0.116 -3.041 0.019 0.032 -0.041
H 0.936 0.508 -1.449 0.037 0.065 -0.077
H 3.713 0.633 -1.693 0.060 0.128 -0.007
H 3.881 -0.601 -2.931 0.074 0.055 -0.143
H 4.574 -0.871 -1.333 0.164 -0.009 0.032
H 1.780 -3.801 -3.544 -0.025 -0.117 -0.061
H 3.206 -2.793 -3.738 0.095 -0.005 -0.101
H 1.603 -2.089 -3.895 -0.090 0.085 -0.130
H 2.923 -4.567 -1.519 0.021 -0.132 -0.004
H 4.201 -3.370 -1.672 0.143 -0.026 -0.025
H 3.296 -3.507 -0.171 0.052 -0.044 0.167
```
Positions in Å, forces in eV/Å.

Properties
Maximum force in eV/Å: 1.26
Total charge: +1
Energy relative to the best compared isomer or geometry (same formula, charge and spin) in kcal per mole: 2.3
LUMO level in Ha: -0.084

[2]
N3O4 | ωB97M-V/def2-TZVPD

```
7
Properties=species:S:1:pos:R:3:forces:R:3
N 0.954 -0.121 0.470 2.507 -1.262 -3.801
N 0.504 0.244 1.390 -0.147 0.249 0.426
N -0.468 -0.174 -1.046 0.057 -1.525 0.780
O 0.648 0.513 2.510 -0.908 1.944 6.592
O -1.704 0.032 -0.814 -1.064 0.173 0.339
O -0.028 -1.353 -1.050 -0.909 -1.132 -2.220
O 0.094 0.859 -1.460 0.463 1.553 -2.117
```
Positions in Å, forces in eV/Å.

Properties
Expectation value of S²: 2.02
Spin multiplicity: 3
Maximum force in eV/Å: 6.93
Total charge: -1
Energy relative to the best compared isomer or geometry (same formula, charge and spin) in kcal per mole: 33.1
LUMO level (spin up / spin down) in Ha: 0.163 / 0.086

[3]
C2H2F3I | ωB97M-V/def2-TZVPD

```
8
Properties=species:S:1:pos:R:3:forces:R:3
C -0.236 0.271 1.023 0.193 -2.099 -3.102
C 0.394 -0.134 -0.836 -2.410 -1.746 3.481
F 0.584 1.182 1.596 -0.590 -0.677 -0.069
F 1.287 0.584 -1.425 0.838 0.770 0.078
F 0.893 -1.445 -0.709 -0.496 1.742 -0.246
I -1.435 -0.192 -1.995 0.267 -0.089 -0.008
H -0.138 -0.832 1.363 0.210 2.090 -0.001
H -1.349 0.565 0.983 1.988 0.010 -0.133
```
Positions in Å, forces in eV/Å.

Properties
Maximum force in eV/Å: 4.58
Energy relative to the best compared isomer or geometry (same formula, charge and spin) in kcal per mole: 45.1
LUMO level in Ha: 0.005

[4]
C25H33N3O5S | ωB97M-V/def2-TZVPD

```
67
Properties=species:S:1:pos:R:3:forces:R:3
C 4.766 0.975 0.379 -0.004 0.121 -0.163
O 4.817 0.188 1.545 -0.008 -0.223 0.256
C 3.932 -0.839 1.673 -0.075 -0.094 0.056
C 3.008 -1.222 0.706 0.224 0.266 0.027
C 2.144 -2.276 0.946 0.165 -0.165 0.187
C 2.180 -2.959 2.154 0.502 0.576 -0.454
N 1.269 -3.996 2.387 -0.914 -0.316 -0.079
S -0.346 -3.749 2.007 0.102 -0.110 0.412
O -1.075 -4.654 2.842 0.099 0.081 0.249
O -0.529 -3.820 0.589 0.206 0.290 0.000
C -0.624 -2.055 2.524 -0.009 -0.586 -0.271
C -0.579 -1.735 3.866 -0.021 0.003 0.102
C -0.717 -0.408 4.244 0.012 -0.121 -0.024
C -0.903 0.568 3.280 -0.013 0.066 -0.203
C -0.978 0.234 1.930 0.125 -0.136 0.289
C -1.191 1.341 0.941 -0.109 -0.214 0.063
O -0.807 2.475 1.155 0.105 0.174 0.093
N -1.854 0.979 -0.177 -0.153 -0.285 -0.166
C -2.183 1.919 -1.217 0.133 0.334 -0.434
C -1.324 1.831 -2.507 0.016 -0.107 0.093
N -1.716 2.911 -3.432 -0.073 0.080 -0.036
C -1.469 4.281 -3.006 0.011 0.218 -0.305
C -1.535 5.185 -4.241 0.213 0.032 0.341
O -2.799 5.125 -4.857 -0.112 0.135 -0.003
C -3.106 3.798 -5.203 -0.213 -0.343 0.081
C -3.061 2.872 -3.983 -0.018 0.204 -0.323
C -1.542 0.501 -3.260 0.008 -0.041 0.231
C -0.742 -0.700 -2.761 0.090 0.052 -0.237
C 0.741 -0.376 -2.684 -0.126 -0.026 0.317
C 0.939 0.794 -1.733 0.083 0.061 -0.208
C 0.174 2.031 -2.199 -0.054 -0.123 0.247
C -0.823 -1.096 1.555 -0.106 0.216 -0.069
C 3.114 -2.586 3.117 -0.135 -0.063 -0.134
C 3.984 -1.545 2.875 0.060 0.136 -0.161
H 4.994 0.386 -0.515 -0.025 0.017 0.021
H 3.788 1.454 0.263 0.014 -0.029 -0.010
H 5.529 1.741 0.508 -0.068 -0.034 -0.063
H 2.953 -0.713 -0.241 0.001 0.102 -0.114
H 1.437 -2.585 0.195 -0.008 0.009 -0.170
H 1.368 -4.459 3.278 -0.155 -0.104 0.095
H -0.445 -2.520 4.594 0.034 -0.053 0.162
H -0.676 -0.136 5.287 -0.007 0.012 0.087
H -0.997 1.608 3.554 0.008 0.083 0.018
H -2.185 0.034 -0.276 0.025 0.069 0.175
H -2.044 2.911 -0.780 -0.124 -0.092 -0.074
H -3.236 1.788 -1.484 0.052 0.060 0.034
H -0.483 4.378 -2.560 0.020 0.017 0.040
H -2.225 4.631 -2.283 0.090 0.017 0.026
H -1.378 6.228 -3.962 0.050 -0.054 -0.003
H -0.757 4.873 -4.954 -0.019 0.034 0.082
H -4.108 3.817 -5.635 0.051 -0.053 -0.003
H -2.389 3.431 -5.954 -0.075 -0.016 0.047
H -3.321 1.868 -4.309 -0.028 -0.024 0.008
H -3.816 3.222 -3.257 -0.019 -0.077 -0.050
H -1.262 0.684 -4.300 -0.057 0.008 -0.069
H -2.601 0.236 -3.236 -0.064 0.042 -0.115
H -1.091 -1.023 -1.779 -0.004 -0.115 0.052
H -0.909 -1.532 -3.449 -0.063 -0.038 0.078
H 1.297 -1.249 -2.336 0.077 -0.040 -0.065
H 1.111 -0.110 -3.677 0.061 -0.029 -0.082
H 0.624 0.507 -0.729 0.094 -0.049 0.052
H 1.998 1.061 -1.682 0.016 -0.011 0.104
H 0.284 2.795 -1.429 0.028 0.121 -0.062
H 0.639 2.393 -3.120 0.010 0.063 -0.034
H -0.829 -1.422 0.526 -0.009 0.076 -0.183
H 3.160 -3.121 4.054 0.000 -0.034 0.141
H 4.713 -1.250 3.613 0.085 0.032 0.099
```
Positions in Å, forces in eV/Å.

Properties
Maximum force in eV/Å: 0.97
Energy relative to the best compared isomer or geometry (same formula, charge and spin) in kcal per mole: 57.6
LUMO level in Ha: 0.006

| no. | electronic energy (eV) |
| --- | --- |
| 1 | -30053.136 |
| 2 | -12651.173 |
| 3 | -18357.272 |
| 4 | -52003.517 |